Entry 1:
C54H103N6O14S2 | ωB97M-V/def2-TZVPD

Geometry (Å):
C (3.720, 2.285, 1.948)
C (3.619, 2.188, 0.625)
C (3.863, 1.531, -0.811)
C (2.546, 0.826, -1.494)
C (3.254, 0.061, -2.773)
C (3.706, 0.939, -4.015)
C (5.129, 1.691, -3.945)
C (6.363, 0.817, -3.389)
C (7.599, 1.864, -3.084)
N (8.367, 1.456, -1.832)
C (1.503, 1.869, -2.131)
N (2.094, 3.203, -2.517)
C (0.148, 2.220, -1.328)
C (-0.929, 2.621, -2.509)
C (-0.404, 1.145, -0.276)
C (-0.181, 1.535, 1.288)
C (-0.505, 3.045, 1.705)
S (0.926, 4.213, 1.811)
C (0.822, 5.552, 0.549)
N (2.006, 6.313, 0.113)
N (1.657, 7.269, -0.823)
C (0.230, 7.075, -0.989)
O (-0.325, 6.054, -0.147)
C (-1.957, 0.717, -0.410)
C (-3.061, 1.607, 0.326)
C (-3.673, 1.045, 1.750)
N (-3.584, 2.759, -0.107)
C (0.385, -0.259, -0.658)
C (-0.194, -0.999, -1.966)
C (-1.165, -2.287, -1.619)
C (-2.677, -2.109, -2.160)
O (-3.691, -1.987, -1.118)
N (1.882, -0.179, -0.551)
C (2.443, -1.576, -0.588)
C (3.954, -1.697, 0.052)
C (4.076, -3.078, 0.935)
S (4.705, -4.376, -0.285)
O (6.137, -3.957, -0.644)
O (4.719, -5.770, 0.310)
O (3.826, -4.273, -1.733)
H (3.621, 2.655, 3.043)
H (4.746, 0.768, -0.841)
H (4.267, 2.411, -1.462)
H (4.192, -0.549, -2.436)
H (2.554, -0.765, -3.215)
H (2.942, 1.702, -4.430)
H (3.827, 0.181, -4.902)
H (5.092, 2.733, -3.421)
H (5.402, 1.949, -5.052)
H (6.176, 0.277, -2.393)
H (6.783, 0.041, -4.126)
H (8.306, 1.968, -3.983)
H (7.176, 2.916, -2.839)
H (8.395, 0.413, -1.837)
H (7.766, 1.700, -1.023)
H (1.151, 1.403, -3.144)
H (1.569, 3.655, -3.274)
H (2.252, 3.810, -1.701)
H (0.351, 3.257, -0.829)
H (-1.077, 1.760, -3.270)
H (-1.970, 2.871, -2.094)
H (-0.590, 3.535, -3.121)
H (-0.921, 0.853, 1.882)
H (0.859, 1.291, 1.707)
H (-0.991, 3.011, 2.766)
H (-1.304, 3.578, 1.041)
H (-0.319, 7.733, -1.748)
H (-2.349, 0.561, -1.476)
H (-2.023, -0.335, 0.095)
H (-3.147, 0.073, 2.062)
H (-4.830, 0.940, 1.668)
H (-3.451, 1.878, 2.530)
H (-4.298, 3.123, 0.548)
H (0.048, -0.940, 0.234)
H (-0.806, -0.303, -2.675)
H (0.603, -1.463, -2.664)
H (-1.225, -2.509, -0.492)
H (-0.741, -3.246, -2.117)
H (-2.808, -1.201, -2.861)
H (-2.938, -3.057, -2.803)
H (-3.337, -2.203, -0.225)
H (2.043, 0.071, 0.460)
H (2.311, -2.162, -1.556)
H (1.817, -2.180, 0.195)
H (4.774, -1.774, -0.746)
H (4.185, -0.835, 0.788)
H (4.880, -2.971, 1.762)
H (3.086, -3.383, 1.430)
H (4.292, -4.753, -2.462)
C (5.993, -6.424, 3.255)
C (5.105, -5.888, 4.344)
O (4.047, -5.333, 4.080)
C (5.567, -6.058, 5.765)
H (5.529, -6.228, 2.285)
H (6.964, -5.924, 3.287)
H (6.118, -7.503, 3.372)
H (6.520, -5.543, 5.910)
H (5.672, -7.120, 5.997)
H (4.827, -5.623, 6.442)
C (-7.534, 3.438, -0.717)
C (-7.410, 3.577, 0.776)
O (-6.759, 2.781, 1.435)
C (-8.120, 4.734, 1.426)
H (-6.972, 2.560, -1.047)
H (-8.583, 3.305, -0.993)
H (-7.122, 4.322, -1.208)
H (-9.195, 4.659, 1.246)
H (-7.734, 5.676, 1.030)
H (-7.943, 4.709, 2.504)
C (10.451, -4.322, 5.522)
C (9.659, -5.230, 6.425)
O (8.448, -5.122, 6.528)
C (10.420, -6.276, 7.195)
H (9.773, -3.619, 5.031)
H (11.178, -3.756, 6.108)
H (10.959, -4.911, 4.755)
H (11.145, -5.796, 7.856)
H (10.926, -6.952, 6.503)
H (9.721, -6.856, 7.804)
C (-5.694, -4.704, -2.164)
C (-5.242, -5.038, -3.558)
O (-4.070, -4.932, -3.885)
C (-6.287, -5.506, -4.534)
H (-4.833, -4.381, -1.573)
H (-6.423, -3.891, -2.194)
H (-6.131, -5.588, -1.692)
H (-7.043, -4.730, -4.670)
H (-6.750, -6.426, -4.170)
H (-5.817, -5.710, -5.499)
C (1.359, -5.426, 4.824)
C (0.036, -4.804, 4.466)
O (-0.045, -3.631, 4.134)
C (-1.185, -5.683, 4.533)
H (2.147, -4.678, 4.732)
H (1.335, -5.783, 5.856)
H (1.578, -6.250, 4.142)
H (-1.322, -6.051, 5.552)
H (-1.079, -6.519, 3.839)
H (-2.066, -5.102, 4.249)
C (1.401, -6.671, -2.763)
C (0.073, -6.048, -3.100)
O (-0.015, -4.871, -3.412)
C (-1.143, -6.932, -3.039)
H (2.187, -5.917, -2.849)
H (1.386, -7.045, -1.737)
H (1.618, -7.484, -3.460)
H (-1.271, -7.318, -2.025)
H (-1.039, -7.757, -3.748)
H (-2.029, -6.350, -3.307)
C (-2.980, 3.535, -7.465)
C (-2.841, 3.663, -5.971)
O (-2.180, 2.866, -5.325)
C (-3.549, 4.813, -5.305)
H (-2.417, 2.662, -7.807)
H (-4.031, 3.400, -7.730)
H (-2.576, 4.425, -7.953)
H (-4.625, 4.735, -5.475)
H (-3.171, 5.760, -5.698)
H (-3.360, 4.780, -4.229)
C (-7.977, 9.106, 0.055)
C (-9.319, 8.867, 0.696)
O (-9.792, 7.745, 0.774)
C (-10.053, 10.065, 1.235)
H (-7.564, 8.153, -0.287)
H (-8.089, 9.768, -0.806)
H (-7.290, 9.543, 0.783)
H (-10.257, 10.771, 0.426)
H (-9.458, 10.545, 2.015)
H (-11.003, 9.743, 1.667)
C (-5.343, 3.276, 4.871)
C (-4.120, 4.149, 4.934)
O (-3.078, 3.814, 4.395)
C (-4.231, 5.449, 5.684)
H (-5.114, 2.374, 4.299)
H (-5.644, 2.984, 5.880)
H (-6.154, 3.812, 4.373)
H (-4.481, 5.255, 6.729)
H (-4.993, 6.080, 5.223)
H (-3.272, 5.973, 5.645)

Values from the calculation:
**HOMO level**: -10.26 eV
**HOMO-LUMO gap**: 8.33 eV
**Total charge**: +1


Entry 2:
C54H108O18 | ωB97M-V/def2-TZVPD

Geometry (Å):
C (2.074, -2.753, -2.925)
C (2.606, -3.687, -3.966)
O (3.687, -3.509, -4.560)
C (1.774, -4.872, -4.155)
H (0.990, -2.637, -2.921)
H (2.554, -1.776, -2.978)
H (2.374, -3.174, -1.965)
H (1.806, -5.509, -3.271)
H (2.080, -5.496, -4.994)
H (0.733, -4.700, -4.431)
C (-8.897, 0.988, 4.326)
C (-7.923, -0.096, 3.842)
O (-8.217, -1.314, 3.676)
C (-6.629, 0.388, 3.294)
H (-8.648, 1.932, 3.839)
H (-8.803, 0.870, 5.405)
H (-9.853, 0.678, 3.905)
H (-6.094, 0.806, 4.147)
H (-6.835, 1.253, 2.663)
H (-6.013, -0.413, 2.885)
C (-1.632, -0.014, 0.966)
C (-0.593, -1.106, 0.870)
O (-0.794, -2.134, 1.442)
C (0.651, -0.802, 0.075)
H (-2.667, -0.357, 0.982)
H (-1.595, 0.649, 0.101)
H (-1.452, 0.652, 1.810)
H (1.422, -1.438, 0.510)
H (0.861, 0.250, 0.264)
H (0.661, -0.964, -1.003)
C (-4.991, 2.720, -5.293)
C (-3.759, 2.053, -4.605)
O (-3.371, 0.930, -4.914)
C (-2.944, 2.942, -3.618)
H (-4.891, 3.799, -5.170)
H (-5.933, 2.547, -4.773)
H (-5.172, 2.493, -6.343)
H (-2.142, 3.468, -4.135)
H (-2.378, 2.316, -2.929)
H (-3.671, 3.547, -3.075)
C (-0.454, -1.864, -6.194)
C (-0.597, -3.137, -7.016)
O (-1.730, -3.645, -7.058)
C (0.680, -3.849, -7.560)
H (-1.451, -1.624, -5.825)
H (-0.124, -1.025, -6.806)
H (0.233, -1.918, -5.349)
H (1.653, -3.450, -7.274)
H (0.602, -3.816, -8.646)
H (0.735, -4.915, -7.341)
C (-4.700, 5.099, 3.590)
C (-6.086, 4.426, 3.685)
O (-6.205, 3.301, 3.220)
C (-7.147, 5.305, 4.385)
H (-3.901, 4.368, 3.714)
H (-4.551, 5.703, 4.484)
H (-4.583, 5.633, 2.647)
H (-8.186, 4.979, 4.350)
H (-7.289, 6.190, 3.765)
H (-6.751, 5.716, 5.314)
C (-1.809, 5.455, -1.088)
C (-3.205, 5.323, -0.436)
O (-3.446, 4.543, 0.518)
C (-4.307, 6.266, -0.961)
H (-1.326, 4.481, -1.161)
H (-1.244, 6.213, -0.545)
H (-2.004, 5.810, -2.100)
H (-5.172, 6.110, -0.316)
H (-4.326, 6.166, -2.046)
H (-4.007, 7.273, -0.672)
C (2.146, -0.903, 3.522)
C (3.570, -0.981, 2.940)
O (3.641, -1.463, 1.817)
C (4.817, -0.665, 3.837)
H (1.317, -1.252, 2.906)
H (1.962, 0.126, 3.829)
H (2.088, -1.441, 4.468)
H (4.868, 0.409, 4.015)
H (5.684, -0.988, 3.261)
H (5.034, -1.133, 4.797)
C (-1.926, -4.868, -0.129)
C (-0.738, -5.787, -0.127)
O (-0.671, -6.728, -0.907)
C (0.438, -5.425, 0.740)
H (-2.411, -5.239, -1.032)
H (-1.536, -3.856, -0.241)
H (-2.445, -4.838, 0.829)
H (0.342, -5.757, 1.774)
H (0.804, -4.407, 0.872)
H (1.294, -5.957, 0.324)
C (-1.305, 1.506, 4.784)
C (-1.091, 2.247, 6.148)
O (-1.997, 2.314, 6.978)
C (0.287, 2.781, 6.443)
H (-1.195, 2.214, 3.963)
H (-2.309, 1.083, 4.748)
H (-0.563, 0.710, 4.722)
H (0.941, 1.941, 6.680)
H (0.105, 3.427, 7.302)
H (0.644, 3.361, 5.592)
C (5.492, -0.721, -2.933)
C (5.108, 0.278, -4.056)
O (3.958, 0.731, -4.171)
C (6.154, 0.510, -5.095)
H (6.115, -0.177, -2.222)
H (6.047, -1.605, -3.247)
H (4.554, -1.032, -2.473)
H (6.787, 1.386, -4.958)
H (5.670, 0.601, -6.067)
H (6.685, -0.442, -5.110)
C (5.581, 0.419, 0.512)
C (6.988, -0.057, 0.787)
O (7.213, -1.240, 0.701)
C (7.927, 1.090, 1.230)
H (4.954, 0.741, 1.344)
H (5.040, -0.388, 0.018)
H (5.708, 1.281, -0.143)
H (7.996, 1.784, 0.392)
H (8.922, 0.700, 1.444)
H (7.659, 1.621, 2.144)
C (5.641, 4.451, -4.184)
C (4.688, 4.724, -2.970)
O (4.497, 5.881, -2.553)
C (4.085, 3.502, -2.272)
H (6.618, 4.092, -3.861)
H (5.791, 5.313, -4.834)
H (5.118, 3.696, -4.770)
H (4.893, 2.999, -1.741)
H (3.685, 2.778, -2.981)
H (3.378, 3.694, -1.464)
C (2.035, 3.140, 1.811)
C (0.689, 3.621, 1.476)
O (0.041, 3.143, 0.521)
C (0.151, 4.789, 2.250)
H (2.243, 2.581, 2.722)
H (2.757, 3.957, 1.831)
H (2.344, 2.426, 1.048)
H (-0.887, 4.667, 2.559)
H (0.106, 5.646, 1.577)
H (0.733, 5.022, 3.142)
C (5.199, -4.745, -0.637)
C (5.681, -5.331, 0.674)
O (6.170, -6.454, 0.722)
C (5.391, -4.420, 1.908)
H (5.555, -5.390, -1.440)
H (5.658, -3.761, -0.536)
H (4.116, -4.791, -0.519)
H (6.257, -3.759, 1.932)
H (5.189, -4.921, 2.855)
H (4.523, -3.781, 1.743)
C (-2.477, -5.248, 5.066)
C (-2.784, -3.900, 5.661)
O (-3.319, -3.718, 6.671)
C (-2.160, -2.775, 4.941)
H (-1.503, -5.652, 5.339)
H (-2.479, -5.112, 3.985)
H (-3.207, -5.935, 5.494)
H (-2.779, -2.530, 4.079)
H (-1.146, -3.033, 4.636)
H (-2.105, -1.888, 5.574)
C (2.055, 1.864, -6.921)
C (0.773, 2.410, -6.342)
O (-0.197, 2.732, -7.104)
C (0.765, 2.560, -4.845)
H (2.708, 2.674, -7.248)
H (1.902, 1.012, -7.583)
H (2.620, 1.526, -6.053)
H (-0.241, 2.452, -4.441)
H (1.073, 3.603, -4.776)
H (1.415, 1.920, -4.248)
C (-5.094, -5.739, 1.749)
C (-5.396, -4.373, 2.450)
O (-5.256, -3.304, 1.873)
C (-5.969, -4.433, 3.799)
H (-4.026, -5.797, 1.543)
H (-5.574, -5.715, 0.771)
H (-5.551, -6.601, 2.235)
H (-5.217, -4.499, 4.585)
H (-6.648, -5.285, 3.855)
H (-6.555, -3.546, 4.040)

Values from the calculation:
**ΔE to the lowest compared entry with this formula, charge and spin**: 118.00 kcal per mole
**HOMO level**: -8.92 eV
**HOMO-LUMO gap**: 8.68 eV